{
  "formula": "C43H34AsNO3P2PtS3",
  "method": "the ωB97M-V functional and the def2-TZVPD basis",
  "elements": ["Pt", "S", "P", "C", "P", "S", "C", "C", "C", "C", "C", "C", "C", "C", "C", "C", "C", "C", "C", "C", "C", "C", "C", "C", "C", "C", "C", "C", "C", "C", "H", "H", "H", "H", "H", "H", "H", "H", "H", "H", "H", "H", "H", "H", "H", "H", "H", "H", "H", "H", "S", "C", "C", "C", "C", "C", "C", "As", "C", "C", "C", "C", "C", "C", "C", "C", "C", "C", "C", "C", "H", "H", "H", "H", "H", "H", "H", "H", "H", "H", "H", "H", "H", "H", "O", "N", "O", "O"],
  "coordinates": [[-0.09489, 1.99218, 0.11882], [-2.22107, -1.11533, -0.73239], [-0.69936, -1.29091, 0.49765], [0.08370, 0.21084, 0.94616], [0.87774, 0.61251, 2.42328], [0.97236, 2.62626, 2.12772], [2.52822, -0.11765, 2.57427], [2.74249, -1.35282, 3.18499], [3.98336, -1.96654, 3.09920], [5.01554, -1.35379, 2.40340], [4.80935, -0.12253, 1.79607], [3.57048, 0.49460, 1.87944], [-0.01139, 0.35030, 3.97066], [-1.38860, 0.56382, 3.95869], [-2.10034, 0.53474, 5.14528], [-1.44261, 0.30828, 6.34751], [-0.06766, 0.12863, 6.36526], [0.65285, 0.15577, 5.17927], [0.56388, -2.44655, -0.12704], [1.87823, -2.03871, -0.31111], [2.82717, -2.93182, -0.79569], [2.46050, -4.23212, -1.10182], [1.14076, -4.64219, -0.93242], [0.19560, -3.75324, -0.44935], [-1.23759, -2.08415, 2.04438], [-2.56151, -1.95654, 2.45202], [-2.97798, -2.52482, 3.64589], [-2.07521, -3.21847, 4.44080], [-0.75813, -3.36564, 4.02861], [-0.34432, -2.80973, 2.82686], [1.94153, -1.83930, 3.72575], [4.14214, -2.92618, 3.57413], [5.98289, -1.83519, 2.33727], [5.61414, 0.36002, 1.25690], [3.40420, 1.45355, 1.40315], [-1.89337, 0.77480, 3.02215], [-3.17016, 0.69690, 5.13028], [-2.00202, 0.28651, 7.27408], [0.45020, -0.02365, 7.30337], [1.72771, 0.04222, 5.20697], [2.15720, -1.01615, -0.09144], [3.84890, -2.60280, -0.93723], [3.19790, -4.92973, -1.47881], [0.85148, -5.65579, -1.17950], [-0.83535, -4.06534, -0.32637], [-3.25700, -1.41227, 1.82485], [-4.00938, -2.42270, 3.95856], [-2.40124, -3.65560, 5.37612], [-0.05675, -3.92396, 4.63605], [0.67311, -2.95796, 2.48517], [1.76850, 2.82472, -0.95820], [1.02696, 3.62478, -2.34732], [1.58013, 4.79492, -2.85098], [1.01431, 5.39807, -3.96745], [-0.11346, 4.85644, -4.56410], [-0.67139, 3.68950, -4.05386], [-0.09571, 3.06989, -2.95785], [-0.73495, 1.40826, -2.18391], [0.34764, 0.14211, -3.20311], [1.30964, 0.65318, -4.07455], [2.12273, -0.20314, -4.80196], [1.98689, -1.57797, -4.67252], [1.02503, -2.09095, -3.81729], [0.20770, -1.23799, -3.08769], [-2.52669, 1.35960, -2.87936], [-3.43921, 2.30191, -2.42077], [-4.73083, 2.30621, -2.92567], [-5.10513, 1.37686, -3.88668], [-4.18695, 0.44373, -4.34766], [-2.89325, 0.43200, -3.84489], [2.43780, 5.23903, -2.36150], [1.44565, 6.31213, -4.35530], [-0.56586, 5.34439, -5.41734], [-1.55495, 3.26419, -4.51378], [1.43831, 1.71922, -4.19373], [2.86604, 0.21172, -5.47063], [2.62605, -2.24408, -5.23823], [0.90342, -3.16105, -3.70385], [-0.55138, -1.65398, -2.44326], [-3.15184, 3.04033, -1.68322], [-5.44245, 3.03757, -2.56569], [-6.11445, 1.38064, -4.27767], [-4.47728, -0.28060, -5.09776], [-2.18030, -0.30301, -4.19631], [-1.01306, 3.86298, -0.25199], [-2.10433, 3.88847, 0.49304], [-2.85365, 4.82368, 0.35161], [-2.28739, 2.94450, 1.26360]],
  "forces_ev_per_angstrom": [[0.068, -0.359, -0.485], [-0.039, 0.031, 0.039], [0.071, -0.151, -0.124], [-0.240, 0.102, 0.299], [0.077, 0.063, 0.205], [0.130, 0.057, 0.307], [0.010, 0.015, -0.011], [0.021, 0.008, 0.015], [-0.030, 0.006, 0.007], [0.011, 0.010, -0.013], [-0.008, -0.012, 0.008], [0.028, -0.005, 0.008], [0.006, 0.009, -0.019], [-0.002, 0.026, 0.006], [0.012, 0.011, 0.017], [-0.006, 0.012, -0.021], [0.022, -0.007, -0.016], [-0.045, -0.021, 0.019], [-0.003, 0.003, -0.014], [0.005, -0.019, 0.017], [-0.013, 0.011, 0.012], [-0.005, 0.003, 0.006], [0.006, 0.015, 0.002], [0.003, -0.003, 0.005], [0.007, -0.052, -0.002], [0.009, -0.019, 0.004], [0.021, -0.009, -0.015], [-0.005, 0.013, -0.005], [-0.011, 0.012, -0.010], [-0.016, -0.026, -0.042], [0.041, 0.048, 0.027], [0.000, 0.006, 0.003], [-0.004, 0.002, -0.001], [-0.004, 0.000, 0.000], [0.007, 0.001, 0.008], [0.023, -0.013, 0.020], [0.000, 0.001, 0.005], [0.001, 0.003, -0.003], [-0.004, -0.004, -0.003], [0.028, -0.010, -0.020], [0.016, 0.037, 0.016], [-0.002, -0.003, -0.003], [-0.001, 0.003, -0.001], [0.001, -0.001, 0.004], [0.000, 0.003, 0.002], [0.000, -0.009, -0.006], [0.004, 0.001, 0.002], [0.002, 0.002, -0.003], [-0.001, -0.006, 0.003], [-0.049, -0.019, -0.030], [-0.006, 0.077, -0.087], [-0.012, 0.011, -0.024], [0.015, 0.034, -0.019], [0.018, -0.007, 0.030], [-0.009, -0.013, 0.001], [0.007, -0.008, -0.021], [-0.034, -0.006, -0.008], [0.021, 0.057, -0.056], [-0.014, -0.013, -0.014], [0.048, 0.000, 0.053], [0.011, -0.033, 0.001], [0.006, 0.028, 0.011], [-0.038, 0.021, -0.007], [-0.050, -0.009, -0.116], [-0.007, -0.051, 0.000], [-0.019, -0.009, -0.001], [0.002, -0.001, -0.002], [0.010, -0.002, -0.002], [-0.009, 0.005, 0.001], [-0.029, -0.005, 0.020], [-0.009, -0.005, -0.002], [0.000, -0.005, 0.006], [0.000, -0.007, 0.001], [-0.008, 0.000, -0.006], [-0.002, 0.011, 0.008], [-0.001, -0.001, -0.001], [0.001, 0.002, -0.002], [0.001, 0.008, -0.006], [0.005, 0.010, -0.007], [0.012, 0.009, 0.006], [0.001, -0.001, 0.001], [0.002, -0.001, 0.001], [0.000, 0.002, 0.001], [0.002, -0.001, -0.005], [-0.136, 0.061, 0.179], [0.131, -0.018, -0.039], [0.047, -0.005, 0.021], [-0.099, 0.098, -0.136]],
  "total_charge": 0,
  "de_lowest_kcal_mol": 0.0,
  "homo_energy_ev": [-7.767, -7.769],
  "energy_ev": -167942.3276,
  "gap_ev": [6.495, 6.498]
}